21
Properties=species:S:1:pos:R:3:forces:R:3 method="wB97M-V/def2-TZVPD" energy_ev=-220048.3517 charge=0 homo_lumo_gap_ev=9.9685 homo_energy_ev=-9.825
C -1.033095 -0.037835 -1.848631 0.2 -1.2 3.1
C 0.823202 1.548746 0.393469 2.7 0.8 1.5
C 0.444158 -0.152249 2.007458 4.3 -1.8 0.7
C 1.422874 -0.810300 -0.186039 0.0 -2.0 -2.6
C -0.877719 -0.258173 -0.088812 -1.4 0.2 -1.8
C 0.447562 0.093846 0.517106 1.0 -0.1 -0.4
N -2.247731 -0.484251 -2.166977 1.0 0.1 1.5
O -0.135838 0.338362 -2.537291 -0.1 0.3 -0.1
Br 3.271144 -0.367191 0.029649 0.4 -0.1 0.2
Br -2.299100 0.864074 0.695361 -0.1 0.0 -0.2
Br -1.370373 -2.152160 0.441726 0.1 0.7 -0.6
H 0.135215 2.121994 0.894417 -2.0 1.2 1.4
H 0.954433 2.111418 -0.483265 0.2 -0.3 -2.0
H 1.774649 1.797887 1.017194 -1.4 -0.9 -1.2
H 0.564525 -1.230022 2.290004 -0.6 0.7 -0.5
H 1.509902 0.225834 2.395292 -2.8 -0.1 -0.4
H -0.459682 0.223157 2.370175 -0.8 0.9 1.5
H 1.260635 -0.900577 -1.315819 0.3 0.9 1.6
H 1.277005 -1.870096 0.070938 0.3 0.5 0.6
H -2.890279 -0.679330 -1.435031 -0.4 -0.2 0.3
H -2.571487 -0.383141 -3.060922 -0.9 0.3 -2.6


24
Properties=species:S:1:pos:R:3:forces:R:3 method="wB97M-V/def2-TZVPD" energy_ev=-13524.3750 charge=0 homo_lumo_gap_ev=9.5836 homo_energy_ev=-9.020 smiles="CNC(C)=O.CNC(C)=O"
C 1.305530 -2.128509 -1.326789 0.3 -1.6 -0.2
N 2.344857 -1.118959 -1.135051 -2.3 0.5 -1.4
C 1.988565 0.227198 -1.053585 1.0 -2.2 2.5
C 3.200692 1.043881 -0.835964 1.1 1.5 -0.2
O 0.863035 0.586951 -0.782826 -0.4 0.1 -1.1
H 1.076653 -2.605700 -0.391482 -0.2 -0.1 0.7
H 0.337584 -1.848520 -1.746475 0.5 1.0 0.0
H 1.612801 -2.987455 -1.965812 0.3 0.8 0.2
H 3.298891 -1.413911 -1.074741 0.1 0.1 -0.2
H 2.983525 1.914945 -0.202432 0.0 -0.3 -0.3
H 3.994176 0.459696 -0.374817 -0.2 -0.1 0.3
H 3.681810 1.378983 -1.755959 -0.3 0.2 -0.2
C -2.308312 -0.915719 2.313022 -0.3 0.6 -0.9
N -1.720635 0.097076 1.423524 0.2 -0.1 -1.1
C -2.557714 1.103456 0.919470 -0.2 -0.3 0.5
C -2.045240 2.045234 -0.204116 -0.4 -0.6 1.0
O -3.660355 1.203706 1.417865 -0.3 0.7 -0.3
H -1.534478 -1.358154 2.941009 -0.2 0.0 -0.1
H -3.071283 -0.393493 2.857654 -0.1 0.1 0.8
H -2.872291 -1.660910 1.737142 0.4 -0.2 0.1
H -1.111397 -0.319836 0.728533 0.4 0.5 0.1
H -2.228922 3.129063 0.013690 0.2 -1.2 0.0
H -1.020228 1.790999 -0.384301 0.7 0.4 0.0
H -2.557266 1.769979 -1.117561 -0.4 0.1 -0.1


39
Properties=species:S:1:pos:R:3:forces:R:3 method="wB97M-V/def2-TZVPD" energy_ev=-30699.0736 charge=+2 homo_lumo_gap_ev="3.4350 / 3.4344" homo_energy_ev="-13.687 / -13.687"
Pt -0.364011 -0.577121 0.021835 -0.9 -0.2 -0.5
N -0.420559 1.440233 -0.031344 0.2 0.2 0.0
C -1.247229 2.077577 -1.063799 0.2 0.1 0.0
C -0.671725 3.091526 -1.815691 0.1 -0.1 0.2
C -1.437440 3.753401 -2.753027 -0.1 0.1 -0.1
C -2.765075 3.386543 -2.928570 0.0 0.0 0.0
C -3.312702 2.358171 -2.183090 -0.1 0.0 0.0
C -2.564655 1.678264 -1.220924 -0.1 -0.1 -0.1
C -3.120307 0.512087 -0.498057 -0.1 0.2 0.0
C -4.493380 0.374335 -0.277829 0.0 0.0 -0.1
C -5.021953 -0.783205 0.269749 -0.1 0.1 0.0
C -4.201869 -1.843568 0.614702 0.0 -0.1 -0.1
C -2.831089 -1.705262 0.447803 0.2 -0.1 0.2
C -2.314407 -0.536380 -0.076490 0.2 0.1 0.1
H 0.528781 1.794841 -0.129189 0.0 0.0 -0.1
H -0.730121 1.761595 0.886198 -0.2 -0.1 0.0
H 0.363344 3.378452 -1.659361 0.0 0.0 0.0
H -1.000866 4.545089 -3.345491 0.0 0.0 0.0
H -3.372636 3.892605 -3.666548 0.0 0.0 0.0
H -4.333381 2.056434 -2.373551 0.0 0.0 0.0
H -5.162193 1.186744 -0.529980 0.0 0.0 0.0
H -6.089574 -0.859102 0.424854 0.0 0.0 0.0
H -4.624208 -2.760320 1.001970 0.1 0.0 0.0
H -2.166208 -2.528062 0.722417 0.0 0.0 0.1
O 1.147555 -0.480386 2.420082 0.2 0.0 0.1
N 2.115750 -1.061000 2.481569 -0.5 0.5 1.5
N 2.548369 -1.504107 0.971744 0.7 -0.8 -1.1
O 1.798664 -1.250899 0.061138 0.0 0.3 -0.1
C 3.706989 -2.169709 0.849928 0.4 -0.2 -0.1
C 4.118842 -2.591463 -0.457312 -0.1 0.1 0.3
C 5.296407 -3.259338 -0.577187 0.3 -0.1 0.1
C 6.077092 -3.518481 0.570454 -0.1 0.1 -0.1
C 5.678667 -3.111180 1.851316 0.1 -0.1 0.0
C 4.502175 -2.438131 2.017563 -0.3 0.1 -0.3
H 3.497389 -2.374784 -1.314554 0.0 0.0 0.0
H 5.637062 -3.592789 -1.547941 0.0 0.0 0.0
H 7.014882 -4.050075 0.455998 0.0 0.0 0.0
H 6.300672 -3.331336 2.707930 0.0 0.0 0.0
H 4.179607 -2.122296 2.997241 0.0 0.0 0.0


26
Properties=species:S:1:pos:R:3:forces:R:3 method="wB97M-V/def2-TZVPD" energy_ev=-13659.3996 charge=0 homo_lumo_gap_ev=9.1119 homo_energy_ev=-8.375 smiles=CC(C)[C@H](C)[C@@H](O)C(O)O
C 2.167697 0.986236 0.539494 0.0 0.0 -0.1
C 0.717837 1.405370 0.663310 -1.6 -2.2 0.8
C 0.388587 1.969169 2.033014 0.1 0.2 -0.1
C -0.427849 -0.041276 0.420512 3.5 3.8 1.2
C 0.122683 -1.286971 1.067389 -0.2 0.2 0.1
C -0.482877 0.008881 -1.023496 -4.6 -3.6 -1.7
O 0.601209 -0.517630 -1.705477 0.4 0.0 0.0
C -1.841110 -1.187801 -1.424469 2.2 1.9 -0.5
O -1.998938 -0.846311 -2.788951 -0.3 -0.2 -0.2
O -1.422038 -2.507536 -1.284749 0.0 0.3 0.1
H 2.364544 0.525938 -0.426777 0.0 0.0 0.0
H 2.835617 1.847820 0.637079 -0.1 0.0 0.1
H 2.437018 0.280355 1.325357 0.0 -0.1 0.0
H 0.481534 2.153438 -0.098507 -0.2 -0.3 -0.1
H 1.026873 2.826267 2.268159 0.0 0.0 0.1
H -0.643032 2.319059 2.080459 -0.1 -0.1 0.0
H 0.541039 1.220875 2.811867 0.0 0.0 0.0
H -1.362818 0.302122 0.860386 0.0 0.0 -0.1
H 0.400253 -1.078929 2.099751 0.0 0.0 0.1
H -0.633369 -2.070911 1.070886 0.1 -0.1 0.0
H 1.000850 -1.643003 0.535419 0.1 -0.1 0.0
H -0.866794 0.939637 -1.443824 0.2 0.0 0.1
H 0.379472 -0.485882 -2.646055 0.0 0.0 0.1
H -2.779234 -1.072042 -0.870413 0.3 0.1 0.1
H -2.536064 -1.523258 -3.225229 0.1 0.1 0.1
H -0.471091 -2.523618 -1.475133 -0.1 0.0 0.0